Record 1
Molecular formula: C5H11NO
Method: DFT, ωB97M-V/def2-TZVPD

total charge: -1
energy relative to the best compared isomer or geometry (same formula, charge and spin): 1.4048 eV
<S²>: 0.754
E_HOMO (alpha / beta): 0.59 / -2.90 eV
spin multiplicity: 2

Last column: Mulliken charge in e.
CARTESIAN COORDINATES (ANGSTROEM)
C 0.6869 -2.1054 -1.7917  -0.893
N -0.1280 -1.5348 -0.7539  -0.135
C 0.3370 -0.4554 0.1058  0.337
C 0.0821 0.9541 -0.5318  -0.471
C -0.1636 2.1537 0.3226  -0.561
O -0.9310 2.1945 1.3443  -0.723
C -0.1044 -0.5912 1.5430  -1.499
H 1.2915 -2.9645 -1.4628  0.250
H 1.3311 -1.3216 -2.1764  0.281
H 0.0307 -2.5333 -2.5583  0.307
H -0.9544 -2.0141 -0.4369  0.174
H 1.4389 -0.5961 0.1027  0.018
H 0.9133 1.0902 -1.2192  0.201
H -0.8542 0.9128 -1.1245  0.208
H 0.5477 3.0246 0.2416  0.326
H 0.4699 0.1275 2.1252  0.408
H -1.1232 -0.2544 1.7520  0.308
H -0.0443 -1.6405 1.8526  0.463

---

Record 2
Molecular formula: C5H11NO
Method: DFT, ωB97M-V/def2-TZVPD

total charge: -1
energy relative to the best compared isomer or geometry (same formula, charge and spin): 3.8334 eV
<S²>: 0.754
E_HOMO (alpha / beta): 0.51 / -2.19 eV
spin multiplicity: 2

Last column: Mulliken charge in e.
CARTESIAN COORDINATES (ANGSTROEM)
C 0.6507 0.0968 -0.3139  -0.385
C -0.5214 -0.7977 -0.9406  -0.769
C -1.2325 -1.8163 0.0120  -0.619
C -2.1681 -2.5836 -0.6384  -0.822
N 0.5412 1.0613 0.7611  -0.264
C 1.1840 2.3444 0.8082  -0.241
O 2.1566 2.2560 1.9249  -0.555
H 1.5214 -0.5689 -0.4332  0.248
H 0.9104 0.8012 -1.2499  0.192
H -0.1073 -1.3522 -1.8350  0.205
H -1.4070 -0.1053 -1.1529  0.207
H -0.7019 -2.0245 0.9492  0.265
H -2.1163 -3.5699 -0.6888  0.244
H -2.7779 -2.0198 -1.3299  0.234
H -0.3535 1.0775 1.1092  0.262
H 0.4667 3.1927 1.0939  0.203
H 1.7556 2.6893 -0.0815  0.300
H 2.1992 1.3190 2.0056  0.296

---

Record 3
Molecular formula: C5H11NO
Method: DFT, ωB97M-V/def2-TZVPD

energy relative to the best compared isomer or geometry (same formula, charge and spin): 3.0683 eV
SMILES string: CCN[C@H](C)C=O
E_HOMO: -8.77 eV

Last column: Mulliken charge in e.
CARTESIAN COORDINATES (ANGSTROEM)
C 0.2881 -2.5060 -0.1117  -1.227
C -0.5393 -1.2746 -0.6346  -0.326
N -0.7387 -0.1922 0.3053  -0.359
C 1.3273 1.4678 0.4893  -1.361
C -0.0065 1.0767 -0.1297  0.346
C -1.1314 2.0942 0.0392  -0.131
O -0.8963 3.0085 0.7646  -0.493
H -0.3362 -3.3872 -0.0178  0.315
H 1.0190 -2.5702 -0.8769  0.288
H 0.4783 -2.3986 0.8746  0.448
H -0.1537 -0.8832 -1.6027  0.368
H -1.7023 -1.5705 -0.6632  0.242
H -0.5622 -0.5315 1.2648  0.209
H 1.5924 2.5678 0.2724  0.316
H 2.1283 0.8874 0.0350  0.343
H 1.1988 1.5461 1.5363  0.375
H 0.1125 0.9090 -1.1964  0.257
H -2.0779 1.7565 -0.3485  0.388

---

Record 4
Molecular formula: C5H11NO
Method: DFT, ωB97M-V/def2-TZVPD

energy relative to the best compared isomer or geometry (same formula, charge and spin): 6.2612 eV
E_HOMO (alpha / beta): -7.47 / -7.32 eV

Last column: Mulliken charge in e.
CARTESIAN COORDINATES (ANGSTROEM)
C -2.1580 -0.5723 1.5767  -0.568
O -1.7088 -0.7206 0.3583  -0.242
C -0.7528 -0.0313 -0.1764  0.253
C 0.4702 0.5320 0.4848  -0.409
N 1.1302 0.4355 -0.8333  -0.086
C 2.4592 -0.1272 -0.8555  -1.002
C 0.0471 -0.4057 -1.3928  -0.653
H -1.5650 -0.0205 2.2963  0.349
H -2.9827 -1.2185 1.8344  0.240
H -2.5819 1.4975 0.7889  0.062
H -2.1396 1.6270 0.1767  -0.008
H 0.4440 1.5412 0.9135  0.241
H 0.8769 -0.1677 1.2470  0.308
H 2.5187 -1.1219 -0.3727  0.394
H 3.1525 0.5468 -0.3411  0.312
H 2.7950 -0.2284 -1.8930  0.309
H 0.3022 -1.4805 -1.4325  0.267
H -0.3072 -0.0854 -2.3796  0.232

---

Record 5
Molecular formula: C5H11NO
Method: DFT, ωB97M-V/def2-TZVPD

energy relative to the best compared isomer or geometry (same formula, charge and spin): 1.7228 eV
SMILES string: CNCCCC=O
E_HOMO: -8.93 eV

Last column: Mulliken charge in e.
CARTESIAN COORDINATES (ANGSTROEM)
O 0.7924 2.5681 2.3486  -0.477
C 0.4837 2.3569 1.2142  -0.037
C -0.5022 1.2889 0.7938  -0.491
C -0.2782 0.7447 -0.6490  -0.736
C 0.8044 -0.3109 -0.6963  -0.760
C -0.6855 -2.2399 -0.3815  -0.891
N 0.4626 -1.4824 0.1076  -0.299
H 0.9232 2.9229 0.3628  0.309
H -0.1788 0.4466 1.4218  0.244
H -1.5274 1.4993 1.0663  0.472
H -0.0042 1.5979 -1.2781  0.507
H -1.2845 0.4981 -1.0083  0.296
H 0.9559 -0.6304 -1.7351  0.358
H 1.7297 0.1097 -0.3021  0.406
H -1.0189 -1.8533 -1.3367  0.293
H -0.4205 -3.2976 -0.4377  0.332
H -1.5335 -2.1579 0.3090  0.233
H 1.2818 -2.0607 0.2005  0.241

---

Record 6
Molecular formula: C5H11NO
Method: DFT, ωB97M-V/def2-TZVPD

energy relative to the best compared isomer or geometry (same formula, charge and spin): 0.2300 eV
SMILES string: CC[C@@H](C)NC=O
E_HOMO: -9.72 eV

Last column: Mulliken charge in e.
CARTESIAN COORDINATES (ANGSTROEM)
C -1.7639 -0.4288 -1.2833  -1.218
C -1.2916 0.2076 0.0200  -0.541
C 0.2316 0.3737 0.0939  0.452
C 0.6450 1.5029 1.0369  -1.490
N 0.8533 -0.8909 0.4718  -0.129
C 2.0079 -1.3385 -0.0872  -0.049
O 2.5872 -0.8093 -1.0157  -0.550
H -1.5349 0.2260 -2.1317  0.323
H -1.2662 -1.3885 -1.4585  0.299
H -2.8454 -0.5999 -1.2754  0.365
H -1.7621 1.1910 0.1400  0.304
H -1.6256 -0.3933 0.8788  0.320
H 0.6257 0.5906 -0.9045  0.264
H 0.2694 2.4622 0.6636  0.367
H 0.2355 1.3493 2.0433  0.309
H 1.7350 1.5655 1.1091  0.381
H 0.5261 -1.3504 1.3099  0.252
H 2.3729 -2.2692 0.3891  0.342